No. 1
A cluster of 23 separate species, C31H59Cl45N5O2 in total in a non-equilibrium geometry, computed with the ωB97M-V functional and the def2-TZVPD basis.

Positions of all 142 atoms, in Å:
C1 1.419 -1.982 0.961
C2 1.737 -1.227 0.085
N1 1.749 -0.147 -0.752
C3 0.697 -0.008 -1.565
N2 0.458 0.988 -2.442
C4 -0.727 0.672 -2.972
Cl1 -1.488 1.657 -4.128
N3 -1.190 -0.480 -2.491
O1 -2.290 -1.222 -2.723
C5 -3.530 -0.530 -2.340
C6 -4.495 -1.620 -1.812
N4 -5.818 -1.400 -2.368
C7 -6.367 -0.117 -1.939
C8 -7.879 -0.161 -1.707
C9 -8.255 1.127 -0.906
O2 -8.250 -1.281 -0.922
N5 -0.291 -0.914 -1.578
H1 1.036 -2.510 1.808
H2 2.502 0.529 -0.727
H3 -3.361 0.247 -1.587
H4 -3.962 -0.118 -3.258
H5 -4.142 -2.591 -2.189
H6 -4.470 -1.624 -0.710
H7 -6.408 -2.177 -2.089
H8 -5.884 0.275 -1.020
H9 -6.204 0.644 -2.720
H10 -8.340 -0.181 -2.721
H11 -9.252 1.450 -1.211
H12 -7.532 1.923 -1.136
H13 -8.225 0.882 0.160
H14 -9.189 -1.271 -0.710
H15 -0.438 -1.792 -1.080
C10 3.716 -0.738 3.794
Cl2 1.960 -0.526 3.915
Cl3 4.372 0.198 2.447
H16 4.182 -0.400 4.714
H17 3.929 -1.789 3.635
C11 -0.570 -5.062 -1.092
Cl4 0.602 -4.000 -0.263
Cl5 -0.132 -6.758 -0.941
H18 -1.548 -4.914 -0.645
H19 -0.594 -4.797 -2.144
C12 -0.888 1.535 3.038
Cl6 -1.172 1.832 1.317
Cl7 -1.408 -0.088 3.507
H20 0.171 1.635 3.237
H21 -1.444 2.264 3.618
C13 1.772 4.595 -1.880
Cl8 0.828 5.343 -0.595
Cl9 3.020 3.524 -1.217
H22 1.106 4.006 -2.501
H23 2.250 5.367 -2.473
C14 5.236 -3.504 0.772
Cl10 3.841 -2.737 -0.029
Cl11 6.638 -2.433 0.796
H24 4.953 -3.729 1.795
H25 5.503 -4.417 0.248
C15 8.979 -5.392 -0.006
Cl12 7.301 -5.938 0.144
Cl13 9.632 -4.877 1.551
H26 9.581 -6.211 -0.384
H27 9.015 -4.555 -0.694
C16 12.490 -4.356 3.692
Cl14 13.640 -5.551 3.082
Cl15 12.556 -4.243 5.457
H28 12.732 -3.388 3.270
H29 11.489 -4.648 3.396
C17 -4.977 -1.404 3.510
Cl16 -5.269 -1.109 1.788
Cl17 -5.492 -3.025 3.980
H30 -3.916 -1.301 3.710
H31 -5.534 -0.676 4.090
C18 2.842 2.438 5.818
Cl18 1.496 3.148 4.919
Cl19 4.220 3.538 5.902
H32 2.510 2.214 6.825
H33 3.151 1.530 5.318
C19 14.610 -2.134 0.795
Cl20 12.936 -2.672 0.958
Cl21 15.275 -1.616 2.349
H34 15.205 -2.957 0.415
H35 14.643 -1.300 0.104
C20 18.041 0.877 3.372
Cl22 19.712 0.342 3.577
Cl23 17.784 1.624 1.792
H36 17.386 0.018 3.461
H37 17.810 1.604 4.143
C21 -2.725 4.773 -5.899
Cl24 -2.582 4.672 -7.653
Cl25 -2.449 6.418 -5.312
H38 -3.722 4.460 -5.609
H39 -1.981 4.121 -5.450
C22 -3.801 -1.034 -6.329
Cl26 -5.337 -1.666 -5.747
Cl27 -3.973 0.580 -7.022
H40 -3.112 -0.976 -5.491
H41 -3.406 -1.702 -7.086
C23 6.537 6.028 4.357
Cl28 8.201 5.520 4.669
Cl29 6.370 6.752 2.753
H42 5.890 5.160 4.416
H43 6.249 6.759 5.103
C24 0.728 7.979 -5.336
Cl30 2.305 7.247 -4.989
Cl31 0.692 8.719 -6.936
H44 -0.028 7.203 -5.295
H45 0.526 8.742 -4.592
C25 -2.112 -7.799 2.235
Cl32 -3.398 -7.049 1.280
Cl33 -0.641 -6.821 2.217
H46 -2.452 -7.901 3.260
H47 -1.888 -8.774 1.817
C26 -7.148 4.804 -0.181
Cl34 -6.094 3.386 -0.065
Cl35 -8.556 4.651 0.873
H48 -6.584 5.682 0.112
H49 -7.487 4.902 -1.206
C27 -10.559 1.322 -4.504
Cl36 -9.420 2.356 -3.643
Cl37 -10.050 -0.366 -4.425
H50 -11.541 1.410 -4.052
H51 -10.598 1.637 -5.541
C28 -12.987 2.110 -1.101
Cl38 -12.047 0.628 -1.321
Cl39 -14.024 2.429 -2.496
H52 -13.608 2.002 -0.219
H53 -12.302 2.941 -0.978
C29 -10.861 -4.045 -1.207
Cl40 -10.834 -2.716 -2.371
Cl41 -9.666 -3.794 0.071
H54 -11.848 -4.102 -0.762
H55 -10.633 -4.970 -1.725
C30 11.479 0.710 -0.899
Cl42 12.629 -0.489 -1.506
Cl43 11.536 0.836 0.862
H56 11.725 1.675 -1.327
H57 10.480 0.413 -1.196
C31 -6.626 0.833 7.053
Cl44 -6.759 -0.924 6.921
Cl45 -5.284 1.460 6.083
H58 -7.549 1.281 6.702
H59 -6.457 1.093 8.092

DFT total energy ... -22348.98143 a.u.
Maximum force ... 2.2 eV Å⁻¹
Total charge ... +1

No. 2
A cluster of 3 separate species, C31H59ClF3NO4PS in total in a non-equilibrium geometry, computed with the ωB97M-V functional and the def2-TZVPD basis.

Positions of all 101 atoms, in Å:
C1 5.994 -1.254 1.306
C2 6.425 0.159 0.647
C3 5.484 1.340 1.179
C4 4.798 2.196 -0.003
C5 3.287 2.480 0.452
C6 2.640 3.727 -0.301
C7 2.023 3.344 -1.731
C8 0.685 2.463 -1.548
C9 -0.567 3.427 -1.249
C10 -1.621 2.751 -0.257
C11 -1.140 2.824 1.276
C12 -2.294 2.308 2.286
C13 -1.896 0.922 2.967
C14 -2.918 -0.282 2.624
C15 -2.421 -0.924 1.222
C16 -1.272 -1.996 1.636
C17 -0.200 -2.255 0.461
P1 -1.232 -2.123 -1.114
O1 -0.256 -1.493 -2.404
Cl1 -1.777 -4.044 -1.900
C18 0.726 -0.911 0.459
C19 2.045 -1.049 -0.422
C20 2.338 -2.444 -1.108
N1 1.565 -3.643 -0.633
C21 2.533 -4.808 -0.611
C22 2.972 -5.026 -2.238
C23 4.598 -5.022 -2.501
O2 3.685 -6.295 -2.542
C24 0.807 -3.458 0.655
S1 -0.245 -5.001 0.978
C25 1.742 -3.436 1.940
F1 1.931 -4.770 2.380
F2 1.242 -2.797 3.054
F3 3.029 -2.947 1.767
H1 6.543 -1.377 2.290
H2 6.230 -2.119 0.612
H3 4.875 -1.278 1.524
H4 7.487 0.399 0.957
H5 6.372 0.043 -0.477
H6 6.015 2.039 1.909
H7 4.661 0.840 1.798
H8 4.792 1.639 -0.988
H9 5.287 3.216 -0.118
H10 2.661 1.536 0.362
H11 3.319 2.757 1.563
H12 3.452 4.496 -0.467
H13 1.821 4.152 0.376
H14 2.808 2.817 -2.357
H15 1.750 4.302 -2.279
H16 0.469 1.974 -2.558
H17 0.852 1.710 -0.721
H18 -0.203 4.391 -0.775
H19 -1.104 3.708 -2.223
H20 -1.752 1.666 -0.604
H21 -2.627 3.269 -0.346
H22 -0.182 2.209 1.381
H23 -0.851 3.889 1.578
H24 -2.451 3.100 3.095
H25 -3.271 2.190 1.716
H26 -0.871 0.593 2.570
H27 -1.754 1.026 4.093
H28 -3.992 0.061 2.550
H29 -2.772 -1.034 3.470
H30 -3.306 -1.404 0.714
H31 -1.987 -0.037 0.654
H32 -0.804 -1.518 2.562
H33 -1.838 -2.909 1.976
H34 -0.919 -1.008 -2.945
H35 0.988 -0.595 1.523
H36 0.072 -0.072 0.043
H37 2.919 -0.683 0.218
H38 1.966 -0.273 -1.260
H39 2.148 -2.321 -2.227
H40 3.459 -2.632 -0.993
H41 0.924 -3.900 -1.414
H42 3.485 -4.608 -0.052
H43 2.053 -5.808 -0.426
H44 2.286 -4.529 -3.059
H45 4.971 -4.696 -3.508
H46 5.123 -4.893 -1.516
H47 -1.571 -4.659 0.805
C26 -4.637 4.660 -2.746
C27 -3.450 5.567 -2.935
O3 -2.358 5.124 -3.234
C28 -3.668 7.043 -2.739
H48 -4.334 3.626 -2.919
H49 -5.014 4.749 -1.725
H50 -5.420 4.919 -3.461
H51 -4.002 7.237 -1.717
H52 -4.408 7.408 -3.453
H53 -2.729 7.573 -2.906
C29 -6.296 -3.629 1.222
C30 -6.745 -2.264 1.674
O4 -6.196 -1.692 2.595
C31 -7.900 -1.637 0.940
H54 -5.457 -3.956 1.839
H55 -7.112 -4.345 1.333
H56 -5.970 -3.587 0.180
H57 -8.788 -2.264 1.039
H58 -7.645 -1.507 -0.113
H59 -8.114 -0.658 1.372

DFT total energy ... -3071.18173 a.u.
Maximum force ... 4.9 eV Å⁻¹
Total charge ... +1